1.
This record from the Open Molecules 2025 dataset describes C16H27N2PdS4Sb2 as an isolated structure at a distorted geometry. The level of theory is ωB97M-V/def2-TZVPD.

Gap between HOMO and LUMO (spin up / spin down) = 4.116 / 4.894 eV
E = -2936.5545 Ha
HOMO energy (spin up / spin down) = 0.2 / -0.6 eV

```
! wB97M-V def2-TZVPD RIJCOSX def2/J DEFGRID3
* xyz -2 2
Pd 1.06 -0.33 0.64
S 2.98 1.43 3.81
Sb 1.10 0.42 3.00
S 1.87 -1.76 2.41
S 0.17 1.98 0.15
N 3.15 -2.43 -0.76
C 3.84 -1.28 -0.51
N 3.27 -0.13 -0.38
C 4.19 0.86 -0.05
C 3.86 2.18 0.26
C 4.88 3.05 0.58
C 6.21 2.63 0.60
C 6.55 1.32 0.32
C 5.53 0.44 0.00
S 5.60 -1.27 -0.33
H 2.21 -2.34 -0.39
H 3.60 -3.28 -0.46
H 2.82 2.46 0.27
H 4.64 4.07 0.86
H 6.99 3.34 0.88
H 7.58 0.99 0.37
C -4.07 -0.15 1.16
C -2.70 0.47 1.39
C -2.80 1.94 1.72
Sb -1.22 0.01 -0.25
C -2.06 0.58 -2.19
C -3.57 0.41 -2.16
C -1.65 1.95 -2.67
C -1.92 -2.57 -0.55
C -1.13 -3.26 0.54
C -3.36 -3.04 -0.61
H -4.66 -0.11 2.09
H -4.00 -1.18 0.83
H -4.63 0.41 0.40
H -2.22 -0.06 2.22
H -3.28 2.50 0.91
H -1.81 2.38 1.89
H -3.39 2.08 2.64
H -1.65 -0.19 -2.85
H -4.03 1.20 -1.55
H -3.86 -0.55 -1.74
H -4.00 0.48 -3.17
H -2.04 2.72 -2.01
H -2.05 2.14 -3.68
H -0.57 2.06 -2.70
H -1.44 -2.72 -1.53
H -1.65 -3.19 1.50
H -0.16 -2.80 0.68
H -0.96 -4.33 0.33
H -3.82 -3.03 0.38
H -3.44 -4.07 -0.99
H -3.97 -2.41 -1.27
*
```

These are the natural (NBO) partial charges, in e, on atoms 1 to 5:
1 Pd 0.11
2 S -1.00
3 Sb 0.80
4 S -0.95
5 S -0.93

=====

2.
This record from the Open Molecules 2025 dataset describes a 2-piece molecular cluster, C5H16NO overall at a distorted geometry. The level of theory is ωB97M-V/def2-TZVPD.

Gap between HOMO and LUMO = 11.978 eV
E = -329.8388 Ha
HOMO energy = -15.0 eV

```
! wB97M-V def2-TZVPD RIJCOSX def2/J DEFGRID3
* xyz 1 1
C -1.13 1.19 -0.73
C -1.04 -0.04 0.18
C -0.01 -1.11 -0.27
C -0.64 -2.03 -1.29
C 1.37 -0.59 -0.71
N -0.57 0.45 1.63
H -1.41 0.87 -1.76
H -0.12 1.63 -0.88
H -1.72 2.02 -0.42
H -2.08 -0.36 0.39
H 0.09 -1.70 0.71
H -0.76 -3.08 -0.97
H -0.18 -2.15 -2.22
H -1.70 -1.72 -1.41
H 1.82 -1.45 -1.22
H 2.02 -0.16 0.08
H 1.21 0.05 -1.48
H 0.32 1.05 1.47
H -0.61 -0.37 2.14
H -1.25 1.08 1.91
H 2.70 1.67 1.91
H 1.91 2.82 1.29
O 1.79 1.93 1.65
*
```

These are the natural (NBO) partial charges, in e, on atoms 1 to 5:
1 C -0.67
2 C 0.00
3 C -0.23
4 C -0.63
5 C -0.61

=====

3.
This record from the Open Molecules 2025 dataset describes one molecule with the formula C22H30ClN3O4 at a distorted geometry. The level of theory is ωB97M-V/def2-TZVPD.

Gap between HOMO and LUMO = 9.056 eV
SMILES string = COc1cc(Cl)ccc1OCc1cc(C(=O)N(C)C2CC(C)(C)NC(C)(C)C2)no1
E = -1781.6960 Ha
HOMO energy = -8.5 eV

```
! wB97M-V def2-TZVPD RIJCOSX def2/J DEFGRID3
* xyz 0 1
C -5.17 -0.81 -1.97
H -4.29 -0.75 -2.62
O -4.81 -0.87 -0.61
C -4.12 0.17 -0.07
C -3.77 1.32 -0.78
C -3.11 2.36 -0.15
C -2.78 2.29 1.19
C -3.10 1.15 1.89
C -3.76 0.08 1.29
O -4.05 -0.99 2.10
C -3.80 -2.29 1.59
C -2.45 -2.36 0.95
C -2.07 -2.45 -0.36
C -0.65 -2.34 -0.30
N -0.26 -2.21 0.94
O -1.36 -2.23 1.72
C 0.24 -2.46 -1.49
O -0.02 -3.30 -2.33
N 1.29 -1.62 -1.58
C 2.19 -1.80 -2.70
H 3.22 -1.86 -2.35
H 2.10 -0.98 -3.42
H 1.92 -2.73 -3.20
C 1.61 -0.58 -0.61
C 2.68 -1.06 0.38
H 2.26 -1.87 0.97
H 3.54 -1.45 -0.18
C 3.14 0.09 1.30
N 2.28 1.25 1.11
H 2.50 1.97 1.78
C 2.04 1.83 -0.20
C 2.07 0.72 -1.26
H 1.40 0.99 -2.08
H 3.08 0.60 -1.66
C 3.05 2.94 -0.57
H 4.06 2.56 -0.60
H 3.00 3.74 0.16
H 2.80 3.35 -1.55
C 0.64 2.46 -0.14
H -0.11 1.71 0.08
H 0.39 2.94 -1.08
H 0.60 3.21 0.65
C 4.64 0.39 1.08
H 5.24 -0.46 1.39
H 4.94 1.26 1.66
H 4.85 0.58 0.03
C 2.95 -0.33 2.76
H 3.30 0.45 3.44
H 1.89 -0.51 2.95
H 3.50 -1.24 2.97
H 0.70 -0.37 -0.04
H -2.67 -2.58 -1.23
H -4.56 -2.59 0.87
H -3.84 -2.94 2.47
H -2.84 1.06 2.94
H -2.27 3.11 1.67
Cl -2.70 3.76 -1.08
H -4.03 1.41 -1.82
H -5.84 0.03 -2.17
H -5.70 -1.75 -2.17
*
```

These are the natural (NBO) partial charges, in e, on atoms 1 to 5:
1 C -0.26
2 H 0.18
3 O -0.52
4 C 0.33
5 C -0.34

=====

4.
This record from the Open Molecules 2025 dataset describes one molecule with the formula C5H12O2. The level of theory is ωB97M-V/def2-TZVPD.

Gap between HOMO and LUMO = 10.810 eV
SMILES string = CO[C@@H](C)CCO
E = -348.1632 Ha
HOMO energy = -9.8 eV

```
! wB97M-V def2-TZVPD RIJCOSX def2/J DEFGRID3
* xyz 0 1
C -1.58 -0.50 1.54
O -0.27 -0.21 1.11
C -0.17 0.44 -0.16
C -0.47 1.93 -0.03
C 1.25 0.16 -0.66
C 1.40 -1.27 -1.20
O 0.72 -2.23 -0.42
H -2.12 0.41 1.86
H -1.50 -1.18 2.38
H -2.15 -0.99 0.74
H -0.89 -0.03 -0.85
H 0.21 2.39 0.69
H -1.50 2.10 0.30
H -0.35 2.43 -1.00
H 1.93 0.34 0.18
H 1.51 0.87 -1.45
H 1.00 -1.32 -2.22
H 2.47 -1.52 -1.26
H 0.51 -1.82 0.43
*
```

These are the natural (NBO) partial charges, in e, on atoms 1 to 5:
1 C -0.25
2 O -0.56
3 C 0.10
4 C -0.63
5 C -0.45

=====

5.
This record from the Open Molecules 2025 dataset describes one molecule with the formula C4H9NOS at a distorted geometry. The level of theory is ωB97M-V/def2-TZVPD.

Gap between HOMO and LUMO = 9.708 eV
SMILES string = CNC(=O)CCS
E = -685.9509 Ha
HOMO energy = -9.0 eV

```
! wB97M-V def2-TZVPD RIJCOSX def2/J DEFGRID3
* xyz 0 1
C 0.57 -0.52 -0.02
C 1.46 -0.84 -1.22
S 3.28 -0.54 -0.76
C -0.70 0.11 -0.71
N -1.76 0.62 0.02
C -1.62 1.12 1.43
O -0.84 -0.04 -1.92
H 0.16 -1.31 0.49
H 0.95 0.21 0.80
H 1.33 -2.01 -1.44
H 1.11 -0.29 -2.20
H 3.22 -1.10 0.41
H -2.59 1.04 -0.44
H -1.21 2.15 1.54
H -2.50 1.05 2.14
H -0.86 0.35 1.88
*
```

These are the natural (NBO) partial charges, in e, on atoms 1 to 5:
1 C -0.53
2 C -0.52
3 S -0.06
4 C 0.69
5 N -0.63

=====

6.
This record from the Open Molecules 2025 dataset describes a 2-piece molecular cluster, C5H15N2S overall. The level of theory is ωB97M-V/def2-TZVPD.

Gap between HOMO and LUMO = 8.644 eV
E = -706.9730 Ha
HOMO energy = -11.9 eV

```
! wB97M-V def2-TZVPD RIJCOSX def2/J DEFGRID3
* xyz 1 1
C -1.96 1.99 -0.45
N -1.83 -0.52 2.22
C -1.62 0.15 1.11
N -2.16 1.31 0.83
H -2.86 1.91 -1.04
H -1.13 1.53 -0.98
H -1.73 3.03 -0.26
H -2.59 -0.25 2.84
H -1.48 -1.46 2.31
H -0.92 -0.28 0.40
H -2.67 1.80 1.54
C 2.05 -0.16 1.35
C 1.74 0.20 -0.09
S 1.00 -1.18 -1.04
C 1.39 -0.60 -2.69
H 2.65 0.62 1.82
H 2.65 -1.07 1.37
H 1.16 -0.35 1.94
H 2.65 0.48 -0.60
H 1.07 1.06 -0.17
H 0.96 0.38 -2.92
H 2.46 -0.58 -2.84
H 0.98 -1.31 -3.40
*
```

These are the natural (NBO) partial charges, in e, on atoms 1 to 5:
1 C -0.41
2 N -0.72
3 C 0.38
4 N -0.50
5 H 0.23

=====

Copy entry 6 word for word.
This record from the Open Molecules 2025 dataset describes a 2-piece molecular cluster, C5H15N2S overall. The level of theory is ωB97M-V/def2-TZVPD.

Gap between HOMO and LUMO = 8.644 eV
E = -706.9730 Ha
HOMO energy = -11.9 eV

```
! wB97M-V def2-TZVPD RIJCOSX def2/J DEFGRID3
* xyz 1 1
C -1.96 1.99 -0.45
N -1.83 -0.52 2.22
C -1.62 0.15 1.11
N -2.16 1.31 0.83
H -2.86 1.91 -1.04
H -1.13 1.53 -0.98
H -1.73 3.03 -0.26
H -2.59 -0.25 2.84
H -1.48 -1.46 2.31
H -0.92 -0.28 0.40
H -2.67 1.80 1.54
C 2.05 -0.16 1.35
C 1.74 0.20 -0.09
S 1.00 -1.18 -1.04
C 1.39 -0.60 -2.69
H 2.65 0.62 1.82
H 2.65 -1.07 1.37
H 1.16 -0.35 1.94
H 2.65 0.48 -0.60
H 1.07 1.06 -0.17
H 0.96 0.38 -2.92
H 2.46 -0.58 -2.84
H 0.98 -1.31 -3.40
*
```

These are the natural (NBO) partial charges, in e, on atoms 1 to 5:
1 C -0.41
2 N -0.72
3 C 0.38
4 N -0.50
5 H 0.23